Entry one
A cluster of 2 separate species, C3H4S in total. Source: OMol25; level of theory: ωB97M-V/def2-TZVPD.

The geometry in XYZ format:
```
8
Properties=species:S:1:pos:R:3:nbo_charge:R:1
C 0.09206 -0.34739 1.04023 -0.291
C 0.32610 -1.49275 0.81985 -0.218
C -0.58351 1.39036 -0.96151 -0.457
S -1.86312 2.03840 -0.24610 0.064
H -0.33734 0.52908 1.38387 0.243
H 0.39657 -2.57045 0.43739 0.259
H -0.18939 1.80525 -1.87863 0.193
H -0.12715 0.48600 -0.51468 0.207
```

Computed properties:
Lowest unoccupied orbital energy ... -0.37 eV
Kohn-Sham gap ... 0.3132 Eh

Entry two
A structure of composition C3H4S. Source: OMol25; level of theory: ωB97M-V/def2-TZVPD.

The geometry in XYZ format:
```
8
Properties=species:S:1:pos:R:3:nbo_charge:R:1
C 0.11493 -0.13215 0.20259 -0.488
C 0.48607 0.00922 -1.46719 -0.345
C -1.24637 0.60359 0.42922 -0.330
S -1.19341 0.91651 -1.38237 0.297
H 0.06103 -1.20066 0.41792 0.232
H 0.94962 0.33122 0.55443 0.226
H 1.21466 0.73094 -1.82950 0.183
H -2.20078 0.39668 0.96437 0.225
```

Computed properties:
Lowest unoccupied orbital energy (alpha / beta) ... -0.62 / -0.22 eV
Kohn-Sham gap (alpha / beta) ... 0.2838 / 0.3173 Eh

Relative calculated energies, zero for the most stable structure, unit eV: entry one 0.000; entry two 1.507.

Entry one
A cluster of 2 separate species, C4H12S2 in total. Source: OMol25; level of theory: ωB97M-V/def2-TZVPD.

The geometry in XYZ format:
```
18
Properties=species:S:1:pos:R:3:nbo_charge:R:1
C -3.20989 -0.34468 -2.20957 -1.264
S -1.68738 -0.15313 -1.09840 -0.028
C -0.57175 0.30252 -2.48091 -0.769
H -2.85299 -0.59960 -3.18212 0.183
H -3.88134 0.63838 -2.38610 0.163
H -3.82349 -1.06036 -1.66014 0.198
H 0.21423 1.09231 -2.11654 0.209
H 0.05139 -0.60105 -2.77069 0.201
H -1.22624 0.63081 -3.29989 0.220
C 2.95812 0.94233 2.47937 -0.756
S 2.03193 -0.28574 1.40089 0.060
C 0.29850 -0.19046 1.73146 -0.767
H 2.10393 1.68426 2.49795 0.228
H 3.82294 1.30707 2.01351 0.214
H 3.27239 0.29339 3.40070 0.215
H -0.16595 -1.20248 1.69118 0.247
H 0.32291 0.10807 2.80401 0.210
H -0.20045 0.47288 1.04619 0.237
```

Computed properties:
Lowest unoccupied orbital energy (alpha / beta) ... 2.91 / 3.11 eV
Kohn-Sham gap (alpha / beta) ... 0.0641 / 0.2951 Eh
Charge ... -1
Multiplicity ... 2

Entry two
A cluster of 2 separate species, C4H12S2 in total. Source: OMol25; level of theory: ωB97M-V/def2-TZVPD.

The geometry in XYZ format:
```
18
Properties=species:S:1:pos:R:3:nbo_charge:R:1
C 2.73343 -1.93611 -3.24381 -0.798
S 3.13505 -0.61656 -2.08906 0.096
C 1.57720 0.31479 -2.03511 -1.040
H 3.49126 -1.96816 -4.02088 0.203
H 1.72947 -1.81311 -3.63935 0.222
H 2.63890 -2.91891 -2.76912 0.205
H 1.11869 0.49351 -3.00933 0.197
H 0.77715 0.04726 -1.33395 0.205
H 1.86429 1.29397 -1.62544 0.211
C -2.98439 0.78718 1.55040 -0.882
S -1.62263 -0.21634 2.26028 -0.009
C -1.22838 0.72522 3.73280 -0.849
H -2.81317 1.04003 0.50146 0.208
H -3.05182 1.77222 2.01945 0.205
H -3.87685 0.19002 1.71806 0.205
H -2.14291 0.68046 4.32367 0.198
H -0.28959 0.34876 4.13135 0.222
H -1.05571 1.77578 3.52858 0.201
```

Computed properties:
Lowest unoccupied orbital energy (alpha / beta) ... 3.27 / 3.44 eV
Kohn-Sham gap (alpha / beta) ... 0.0744 / 0.3176 Eh
Charge ... -1
Multiplicity ... 2

Relative calculated energies, zero for the most stable structure, unit eV: entry one 0.978; entry two 0.000.

Entry one
A structure of composition C6H11NS. Source: OMol25; level of theory: ωB97M-V/def2-TZVPD.

The geometry in XYZ format:
```
19
Properties=species:S:1:pos:R:3:nbo_charge:R:1
C 2.10074 1.27112 0.29490 0.153
C -1.98278 0.91305 -1.08098 -0.607
C -0.13604 0.06131 1.59845 -0.675
C 1.07037 -2.53892 -0.17192 -0.728
C -0.48262 1.38726 -0.74558 -0.454
C 0.27895 0.36676 0.15832 -0.009
N 3.24009 1.52633 0.27276 -0.444
S 0.50108 -0.98093 -0.96424 0.273
H -2.06687 -0.12321 -1.15460 0.217
H -2.55597 1.26034 -0.23538 0.199
H -2.32071 1.50053 -1.92128 0.223
H 0.48488 -0.78657 1.83862 0.226
H 0.04885 0.83341 2.27563 0.239
H -1.25504 -0.04426 1.65632 0.235
H 1.34180 -2.28379 0.84935 0.227
H 2.00447 -2.86029 -0.62639 0.238
H 0.26881 -3.22374 -0.32090 0.230
H 0.09820 1.53695 -1.64125 0.238
H -0.63821 2.18466 -0.08184 0.220
```

Computed properties:
Lowest unoccupied orbital energy ... 0.42 eV
Kohn-Sham gap ... 0.3571 Eh

Entry two
A cluster of 2 separate species, C6H11NS in total. Source: OMol25; level of theory: ωB97M-V/def2-TZVPD.

The geometry in XYZ format:
```
19
Properties=species:S:1:pos:R:3:nbo_charge:R:1
C 2.45936 -1.00681 -2.11835 -0.386
C 0.82982 -3.05897 0.31591 0.029
C 2.24237 -0.24126 -1.01973 -0.245
C -2.06147 0.67386 -0.05426 -0.852
C 3.00488 0.32709 2.28282 -0.726
C 1.63352 -0.79231 0.21404 -0.046
N 0.89335 -1.84877 0.25358 -0.290
S 1.31486 0.37519 1.50708 0.197
H 2.98403 -0.70322 -3.08661 0.216
H 2.27021 -2.11074 -2.05799 0.202
H 0.03799 -3.56214 -0.09163 0.163
H 3.07003 -0.25682 3.15445 0.217
H 2.47908 0.72673 -0.73227 0.222
H -1.07097 1.00208 -0.16914 0.210
H -2.26845 -0.11054 -0.76075 0.213
H -2.25778 0.50791 1.00266 0.218
H 3.78340 0.10377 1.53623 0.226
H -2.76287 1.49375 -0.35204 0.210
H 3.25529 1.38107 2.59893 0.222
```

Computed properties:
Lowest unoccupied orbital energy (alpha / beta) ... -0.05 / -0.05 eV
Kohn-Sham gap (alpha / beta) ... 0.2814 / 0.2814 Eh

Entry three
A cluster of 2 separate species, C6H11NS in total. Source: OMol25; level of theory: ωB97M-V/def2-TZVPD.

The geometry in XYZ format:
```
19
Properties=species:S:1:pos:R:3:nbo_charge:R:1
C -2.52066 1.25646 1.45497 -0.663
C -0.14603 -1.73356 0.91315 -0.268
C -0.39360 -1.65670 -0.59516 -0.504
C 3.05460 1.19387 -1.21742 -0.387
C -1.70292 -0.03232 0.94956 0.118
C 1.89055 0.96284 -1.62386 -0.358
N -1.06660 -0.82854 1.64427 -0.439
S -1.39824 -0.04958 -0.73324 0.192
H -3.55322 1.41815 0.92444 0.241
H -1.83232 2.03513 1.18962 0.227
H -0.23605 -2.70369 1.36246 0.215
H 0.83756 -1.35441 1.05498 0.204
H -0.98013 -2.44206 -0.97102 0.208
H 0.65329 -1.74032 -1.19630 0.226
H 3.35276 2.15601 -1.08150 0.180
H 3.91051 0.59294 -1.05555 0.193
H 1.08365 1.74272 -1.84132 0.196
H -2.44327 1.13807 2.65509 0.247
H 1.49012 0.04499 -1.83318 0.172
```

Computed properties:
Lowest unoccupied orbital energy ... 0.84 eV
Kohn-Sham gap ... 0.3527 Eh

Relative calculated energies, zero for the most stable structure, unit eV: entry one 0.086; entry two 1.583; entry three 0.000.

Entry one
A cluster of 2 separate species, C3H10N3O2 in total. Source: OMol25; level of theory: ωB97M-V/def2-TZVPD.

The geometry in XYZ format:
```
18
Properties=species:S:1:pos:R:3:nbo_charge:R:1
N 1.26884 3.02886 1.70007 -0.913
C 0.91213 1.77556 1.10095 0.862
O 0.33220 0.96642 1.87163 -0.830
O 1.19018 1.63859 -0.10625 -0.811
H 1.39397 2.90674 2.69366 0.358
H 2.03410 3.49087 1.23547 0.355
C -1.45930 -0.99841 -0.64923 -0.209
C 0.03347 -1.30195 -0.73773 -0.245
N 0.20254 -2.74905 -1.01700 -0.855
N -1.80616 0.37080 -0.26181 -0.862
H -1.90196 -1.25494 -1.62069 0.148
H -1.87734 -1.68758 0.08468 0.175
H 0.50200 -0.66278 -1.48960 0.173
H 0.51965 -1.08130 0.20889 0.224
H 1.13391 -3.04312 -0.74677 0.346
H 0.12849 -2.93235 -2.01183 0.334
H -1.31316 0.53376 0.62303 0.396
H -1.29355 0.99989 -0.87747 0.353
```

Computed properties:
Lowest unoccupied orbital energy ... 4.03 eV
Kohn-Sham gap ... 0.3113 Eh
Charge ... -1

Entry two
A cluster of 2 separate species, C3H10N3O2 in total. Source: OMol25; level of theory: ωB97M-V/def2-TZVPD.

The geometry in XYZ format:
```
18
Properties=species:S:1:pos:R:3:nbo_charge:R:1
N 2.00034 2.61218 0.94133 -0.905
C 1.06422 1.55235 0.63201 0.871
O 1.25396 0.47065 1.23432 -0.816
O 0.17859 1.82822 -0.20878 -0.818
H 1.55186 3.49964 0.74700 0.352
H 2.23496 2.55973 1.92548 0.352
C -0.29662 -1.40949 -1.06251 -0.219
C -1.36183 -1.13486 -0.00610 -0.227
N -0.87593 -1.57276 1.31256 -0.876
N -0.39236 -0.43338 -2.14327 -0.877
H 0.67098 -1.41107 -0.55372 0.188
H -0.45850 -2.40739 -1.48784 0.153
H -1.53469 -0.05344 -0.02721 0.193
H -2.30258 -1.62831 -0.26098 0.156
H -1.62915 -1.49545 1.98831 0.327
H -0.17668 -0.86440 1.57453 0.409
H -0.23281 0.49634 -1.75237 0.403
H 0.30625 -0.60855 -2.85276 0.334
```

Computed properties:
Lowest unoccupied orbital energy ... 4.30 eV
Kohn-Sham gap ... 0.3255 Eh
Charge ... -1

Relative calculated energies, zero for the most stable structure, unit eV: entry one 0.144; entry two 0.000.

Entry one
The molecule C3H3N3O2S. Source: OMol25; level of theory: ωB97M-V/def2-TZVPD.

The geometry in XYZ format:
```
12
Properties=species:S:1:pos:R:3:nbo_charge:R:1
C 1.58510 -1.06209 -0.08953 0.758
C 0.32227 -0.27331 0.03981 -0.043
C -1.00027 -0.67772 0.19385 0.029
H 2.27540 0.78404 0.05614 0.492
H -0.92331 2.42464 0.28283 0.408
H -2.58677 0.44779 -0.31102 0.421
N 0.30131 0.97146 -0.24364 -0.166
N -0.92817 1.46547 -0.20390 -0.219
N -1.75830 0.47068 0.26150 -0.404
O 2.66381 -0.18255 0.13947 -0.685
O 1.83874 -2.23549 -0.06549 -0.485
S -1.78980 -2.13293 -0.06003 -0.104
```

Computed properties:
Lowest unoccupied orbital energy ... -1.04 eV
Kohn-Sham gap ... 0.2877 Eh

Entry two
The molecule C3H3N3O2S. Source: OMol25; level of theory: ωB97M-V/def2-TZVPD.

The geometry in XYZ format:
```
12
Properties=species:S:1:pos:R:3:nbo_charge:R:1
C -1.26482 -0.30836 -0.18591 -0.250
C -0.02219 -0.83329 -0.18741 0.071
C -1.08454 2.11704 0.23252 0.160
N -1.64765 0.98371 0.05351 -0.510
N 1.23687 -0.31035 -0.23691 -0.435
N 2.32201 -0.97256 0.05070 0.606
O 2.28292 -1.79884 0.97639 -0.476
O 3.35182 -0.55979 -0.43764 -0.416
S -0.28478 3.42040 0.24567 0.395
H -2.17525 -0.85761 -0.39984 0.215
H -0.12259 -1.88366 -0.49092 0.198
H -2.59178 1.00332 0.37985 0.441
```

Computed properties:
Lowest unoccupied orbital energy (alpha / beta) ... -2.09 / -2.09 eV
Kohn-Sham gap (alpha / beta) ... 0.2179 / 0.2180 Eh

Relative calculated energies, zero for the most stable structure, unit eV: entry one 0.000; entry two 5.025.

Entry one
A cluster of 2 separate species, C3H3N3O2S in total. Source: OMol25; level of theory: ωB97M-V/def2-TZVPD.

The geometry in XYZ format:
```
12
Properties=species:S:1:pos:R:3:nbo_charge:R:1
C -2.89862 0.56455 -0.03916 0.104
C -2.18734 -0.56108 -0.29323 0.496
C 2.02306 0.43630 -0.75795 0.824
N -3.89406 1.22954 -0.27274 -0.561
N 2.85169 -0.14651 -0.16724 -0.379
N 3.00285 -1.06814 0.72961 -0.621
O -1.91951 -1.55729 -0.84122 -0.429
O 1.39745 1.10235 -1.52535 -0.547
S -1.42491 0.50889 1.06213 0.016
H -4.08926 2.06522 0.20574 0.373
H 3.69707 -0.66233 1.55228 0.356
H 3.44158 -1.91150 0.34714 0.367
```

Computed properties:
Lowest unoccupied orbital energy ... -0.84 eV
Kohn-Sham gap ... 0.3081 Eh

Entry two
The molecule C3H3N3O2S. Source: OMol25; level of theory: ωB97M-V/def2-TZVPD.

The geometry in XYZ format:
```
12
Properties=species:S:1:pos:R:3:nbo_charge:R:1
C -1.17050 -1.90012 0.15177 0.267
C -0.26820 0.39445 0.28427 0.135
C 2.64089 2.45001 -1.08426 0.800
N -1.28307 -2.10458 1.40483 -0.681
N -0.63898 -0.81351 -0.23551 -0.509
N 1.71076 2.18242 -0.38518 -0.274
O 1.07035 0.88652 0.11232 -0.386
O 3.40115 3.09580 -1.56447 -0.437
S -1.27657 0.52423 -1.06925 0.339
H -1.68952 -2.55628 -0.51774 0.176
H -0.80089 0.78034 1.16901 0.221
H -1.69541 -2.93928 1.73422 0.349
```

Computed properties:
Lowest unoccupied orbital energy ... -0.54 eV
Kohn-Sham gap ... 0.3115 Eh

Relative calculated energies, zero for the most stable structure, unit eV: entry one 0.000; entry two 2.998.